Entry 1:
# C31H25BrNO2P2ReS4Sb

C31H25BrNO2P2ReS4Sb as an isolated structure in a non-equilibrium geometry (ωB97M-V/def2-TZVPD, the OMol25 dataset).

DFT total energy ... -178742.9493 eV
Highest occupied orbital energy ... -16.41 eV
Gap between HOMO and LUMO ... 5.12 eV

ORCA input file:
```
! wB97M-V def2-TZVPD RIJCOSX def2/J DEFGRID3
* xyz 3 1
Re -0.72 1.37 -0.99
N -1.21 -0.93 1.05
P -0.33 0.47 1.37
C -0.94 1.22 2.87
C -0.14 1.24 4.02
C -0.66 1.73 5.21
C -1.96 2.19 5.27
C -2.78 2.14 4.14
C -2.27 1.66 2.95
C 1.40 0.12 1.56
C 2.27 1.16 1.92
C 3.62 0.90 2.06
C 4.12 -0.37 1.83
C 3.26 -1.40 1.45
C 1.91 -1.16 1.30
P -1.53 -0.95 -0.60
C -0.63 -2.26 -1.41
C -0.81 -3.53 -0.84
C -0.20 -4.63 -1.41
C 0.56 -4.49 -2.56
C 0.73 -3.23 -3.13
C 0.14 -2.12 -2.56
C -3.27 -1.22 -0.85
C -3.71 -1.91 -1.99
C -5.06 -2.12 -2.18
C -5.98 -1.65 -1.25
C -5.55 -0.97 -0.11
C -4.20 -0.75 0.09
H -1.36 -1.70 1.69
H 0.87 0.87 4.00
H -0.03 1.74 6.09
H -2.36 2.57 6.20
H -3.80 2.48 4.19
H -2.93 1.60 2.09
H 1.89 2.16 2.11
H 4.29 1.70 2.36
H 5.17 -0.57 1.95
H 3.65 -2.40 1.27
H 1.25 -1.97 1.00
H -1.44 -3.67 0.04
H -0.34 -5.61 -0.96
H 1.03 -5.35 -3.01
H 1.33 -3.13 -4.03
H 0.30 -1.15 -3.02
H -2.99 -2.30 -2.70
H -5.40 -2.66 -3.05
H -7.03 -1.83 -1.39
H -6.27 -0.64 0.62
H -3.86 -0.25 0.99
S -3.96 3.16 -1.72
Sb -2.99 2.60 -3.72
S -1.28 0.99 -3.14
S -2.49 2.33 -0.35
S -3.19 2.95 -5.84
Br 2.88 4.48 -0.02
C 3.78 3.05 -0.85
C 5.15 3.20 -1.04
C 5.89 2.18 -1.61
C 5.30 0.99 -2.00
C 3.95 0.82 -1.82
C 3.16 1.85 -1.25
C 1.77 1.55 -1.11
O 1.22 0.45 -1.40
O 0.85 2.44 -0.69
H 5.63 4.12 -0.73
H 6.96 2.33 -1.75
H 5.89 0.20 -2.44
H 3.46 -0.10 -2.12
*
```



Entry 2:
# C31H25Cl5N2O4PRuS

C31H25Cl5N2O4PRuS as an isolated structure (ωB97M-V/def2-TZVPD, the OMol25 dataset).

DFT total energy ... -129043.4756 eV
Highest occupied orbital energy (alpha / beta) ... -8.47 / -8.79 eV
Gap between HOMO and LUMO (alpha / beta) ... 8.49 / 7.90 eV

ORCA input file:
```
! wB97M-V def2-TZVPD RIJCOSX def2/J DEFGRID3
* xyz 0 2
Ru -1.31 0.23 0.43
C -3.40 0.84 0.07
C -2.50 1.81 -0.47
C -1.79 2.39 0.63
C -2.24 1.75 1.81
C -3.24 0.80 1.47
H -4.08 0.23 -0.51
H -2.43 2.11 -1.49
H -1.02 3.14 0.57
H -1.84 1.90 2.80
H -3.74 0.16 2.18
O 0.04 -0.13 2.04
S 1.17 0.78 2.42
O 1.60 0.51 3.77
O 0.90 2.17 2.10
C 2.48 0.28 1.34
C 3.74 0.09 1.89
C 4.81 -0.23 1.08
C 4.62 -0.34 -0.29
C 3.36 -0.16 -0.83
C 2.26 0.15 -0.03
P 0.64 0.40 -0.87
C 0.86 2.05 -1.60
C 1.80 2.94 -1.08
C 1.89 4.23 -1.58
C 1.06 4.66 -2.60
C 0.11 3.78 -3.12
C 0.01 2.49 -2.62
C 0.84 -0.84 -2.20
C 0.86 -0.55 -3.56
C 0.96 -1.59 -4.48
C 1.04 -2.90 -4.05
C 1.05 -3.19 -2.69
C 0.95 -2.16 -1.77
H 3.86 0.19 2.96
H 5.79 -0.38 1.51
H 5.45 -0.58 -0.94
H 3.23 -0.27 -1.90
H 2.45 2.64 -0.27
H 2.62 4.91 -1.16
H 1.13 5.66 -2.98
H -0.55 4.10 -3.92
H -0.74 1.82 -3.02
H 0.81 0.47 -3.91
H 0.96 -1.36 -5.54
H 1.10 -3.71 -4.78
H 1.12 -4.21 -2.35
H 0.95 -2.39 -0.71
C -1.54 -1.83 4.99
N -0.92 -0.54 5.16
C -1.63 0.61 5.03
N -0.88 1.76 5.13
O -2.85 0.64 4.85
H -1.74 -2.32 5.95
H -0.88 -2.48 4.41
H -2.49 -1.71 4.47
H 0.08 -0.47 5.08
H 0.11 1.74 4.95
H -1.38 2.62 4.96
Cl -1.45 -2.63 1.64
C -1.79 -2.67 -0.06
C -1.84 -1.46 -0.74
C -2.22 -1.55 -2.08
Cl -2.48 -0.12 -3.03
C -2.42 -2.77 -2.73
Cl -2.84 -2.82 -4.40
C -2.26 -3.96 -2.03
Cl -2.44 -5.47 -2.83
C -1.97 -3.91 -0.67
Cl -1.80 -5.37 0.23
*
```



Per-record molecular weight, u: 1021.63 830.93